This record from OMol25 describes a structure of composition C5H10. The level of theory is ωB97M-V/def2-TZVPD.

## Properties
gap between HOMO and LUMO (spin up / spin down)	9.62 / 8.05	eV
energy above the lowest of the compared OMol25 structures with the same formula, charge and spin	86.8	kcal per mole
M	70.135	g mol⁻¹
spin multiplicity	2
total charge	+1

Last column: natural (NBO) charge in e.
Atoms and positions in Å:
C: -1.274 -1.632 0.538  -0.77
C: -0.305 -0.567 0.179  0.43
C: -0.613 0.782 0.096  -0.23
C: 2.658 0.619 -1.851  -0.85
C: -1.035 0.873 1.430  -0.10
H: -2.293 -1.436 0.177  0.27
H: -1.319 -1.834 1.609  0.28
H: -1.024 -2.536 -0.035  0.30
H: -0.511 1.531 -0.685  0.31
H: 2.786 1.103 -2.812  0.24
H: 3.202 1.062 -1.021  0.22
H: 1.605 0.423 -1.582  0.16
H: -0.295 1.316 2.111  0.25
H: -1.770 0.313 1.998  0.25
H: 3.042 -0.403 -1.957  0.23



This record from OMol25 describes a structure of composition C5H10AgO3. The level of theory is ωB97M-V/def2-TZVPD.

## Properties
gap between HOMO and LUMO (spin up / spin down)	4.73 / 4.58	eV
energy above the lowest of the compared OMol25 structures with the same formula, charge and spin	4.0	kcal per mole
M	226.000	g mol⁻¹
spin multiplicity	3
total charge	+1

Last column: natural (NBO) charge in e.
Atoms and positions in Å:
C: -3.112 -0.844 1.735  -0.28
O: -2.050 -1.615 1.261  -0.34
C: -2.244 -2.106 -0.059  -0.34
H: -2.852 -0.482 2.739  0.24
H: -3.312 0.021 1.079  0.21
H: -4.046 -1.442 1.802  0.18
H: -1.306 -2.605 -0.350  0.23
H: -2.418 -1.262 -0.757  0.23
Ag: -3.845 -3.543 -0.218  0.87
O: 3.520 2.920 0.288  -0.49
C: 3.179 1.784 0.505  0.40
C: 2.196 1.044 -0.380  -0.19
O: 1.940 -0.261 0.079  -0.48
C: 1.040 -0.385 1.085  -0.12
H: 3.591 1.200 1.361  0.12
H: 2.640 0.961 -1.384  0.23
H: 1.267 1.632 -0.468  0.20
H: 1.010 -1.380 1.528  0.17
H: 0.781 0.507 1.665  0.15



This record from OMol25 describes a cluster of 2 separate species, C5H10BBrO3 in total. The level of theory is ωB97M-V/def2-TZVPD.

## Properties
gap between HOMO and LUMO	10.60	eV
SMILES	O=C1OCCO1.CCBBr
energy above the lowest of the compared OMol25 structures with the same formula, charge and spin	1.4	kcal per mole
M	208.848	g mol⁻¹

Last column: natural (NBO) charge in e.
Atoms and positions in Å:
O: -0.490 -4.960 1.164  -0.57
C: -0.439 -3.830 1.521  0.97
O: -1.186 -2.822 1.007  -0.49
C: -1.017 -1.664 1.832  -0.10
C: 0.320 -1.932 2.490  -0.10
O: 0.374 -3.363 2.499  -0.49
H: -1.022 -0.765 1.223  0.21
H: -1.836 -1.624 2.553  0.18
H: 1.156 -1.551 1.901  0.19
H: 0.390 -1.549 3.504  0.20
C: -0.445 3.162 -2.383  -0.59
C: 0.544 1.976 -2.467  -0.81
B: 1.433 1.867 -1.196  0.53
Br: 0.518 1.571 0.520  -0.18
H: -0.904 3.253 -1.404  0.21
H: -1.240 3.049 -3.113  0.22
H: 0.082 4.088 -2.600  0.21
H: -0.018 1.047 -2.564  0.25
H: 1.168 2.122 -3.344  0.23
H: 2.613 1.925 -1.141  -0.07



This record from OMol25 describes an isolated molecule of C5H10BN. The level of theory is ωB97M-V/def2-TZVPD.

## Properties
gap between HOMO and LUMO (spin up / spin down)	6.91 / 7.13	eV
energy above the lowest of the compared OMol25 structures with the same formula, charge and spin	112.7	kcal per mole
M	94.954	g mol⁻¹

Last column: natural (NBO) charge in e.
Atoms and positions in Å:
B: -0.102 1.906 1.133  0.68
C: -1.476 1.300 0.431  -0.80
C: 1.157 -0.748 -0.935  -0.41
C: 0.225 -1.894 -1.115  -0.41
C: -1.113 -0.068 0.156  -0.17
C: -0.336 -0.496 -1.005  -0.31
N: 1.068 1.473 1.720  -1.13
H: -2.256 1.248 1.143  0.26
H: -1.969 1.977 -0.383  0.24
H: 1.741 -0.636 0.010  0.21
H: 1.819 -0.618 -1.807  0.22
H: 0.121 -2.328 -2.058  0.21
H: 0.168 -2.659 -0.296  0.20
H: -1.175 -0.879 0.896  0.18
H: -0.957 -0.135 -1.782  0.23
H: 1.885 2.065 1.977  0.42
H: 1.200 0.492 1.916  0.39



This record from OMol25 describes a cluster of 2 separate species, C5H10BNO3 in total. The level of theory is ωB97M-V/def2-TZVPD.

## Properties
gap between HOMO and LUMO	9.06	eV
energy above the lowest of the compared OMol25 structures with the same formula, charge and spin	77.7	kcal per mole
M	142.951	g mol⁻¹

Last column: natural (NBO) charge in e.
Atoms and positions in Å:
B: 1.600 0.356 0.031  1.04
C: -1.038 0.826 -0.649  0.28
C: 0.115 -1.515 -0.191  0.56
C: -1.242 1.856 0.451  -0.69
C: -0.765 -1.828 0.982  -0.71
C: 0.207 -0.013 -0.448  -0.47
N: -1.847 0.555 -1.568  -0.60
O: 0.723 -2.354 -0.806  -0.56
O: 2.662 -0.338 -0.277  -0.90
O: 1.710 1.376 0.860  -0.89
H: -1.951 2.597 0.077  0.24
H: -0.163 2.152 0.661  0.26
H: -1.619 1.479 1.331  0.22
H: -0.843 -1.027 1.677  0.23
H: -1.725 -1.743 0.366  0.25
H: -0.736 -2.769 1.417  0.24
H: 0.970 0.074 -2.202  0.11
H: -1.408 -0.135 -2.230  0.34
H: 2.750 -1.215 -0.677  0.53
H: 2.598 1.666 1.197  0.51



This record from OMol25 describes a structure of composition C5H10BiO3. The level of theory is ωB97M-V/def2-TZVPD.

## Properties
gap between HOMO and LUMO (spin up / spin down)	6.03 / 6.11	eV
energy above the lowest of the compared OMol25 structures with the same formula, charge and spin	24.3	kcal per mole
M	327.112	g mol⁻¹
spin multiplicity	2
total charge	+2

Last column: natural (NBO) charge in e.
Atoms and positions in Å:
C: 2.414 -1.597 -0.610  -0.29
O: 2.456 -0.255 -0.203  -0.54
C: 1.660 0.659 -0.941  -0.47
H: 2.620 -2.208 0.278  0.25
H: 1.442 -1.909 -1.026  0.20
H: 3.174 -1.780 -1.394  0.19
H: 1.667 1.657 -0.475  0.27
H: 0.899 0.210 -1.606  0.25
Bi: 3.614 0.993 -2.291  1.24
O: -4.394 -0.351 1.127  -0.38
C: -3.321 0.161 1.328  0.38
C: -2.476 0.753 0.218  -0.22
O: -1.270 1.298 0.693  -0.31
C: -0.222 0.431 0.850  0.28
H: -2.903 0.262 2.357  0.15
H: -3.051 1.569 -0.245  0.28
H: -2.303 -0.016 -0.554  0.24
H: 0.462 0.759 1.636  0.25
H: -0.471 -0.637 0.857  0.22



This record from OMol25 describes a cluster of 2 separate species, C5H10Br2 in total. The level of theory is ωB97M-V/def2-TZVPD.

## Properties
gap between HOMO and LUMO (spin up / spin down)	8.09 / 8.09	eV
energy above the lowest of the compared OMol25 structures with the same formula, charge and spin	101.3	kcal per mole
M	229.943	g mol⁻¹

Last column: natural (NBO) charge in e.
Atoms and positions in Å:
C: 0.783 -2.485 0.204  -0.70
C: -1.071 1.277 -1.347  -0.72
C: -0.211 1.675 1.083  -0.70
C: 1.351 -1.132 -0.137  -0.26
C: -0.766 0.745 -0.016  0.10
Br: 2.505 -0.065 0.755  0.09
Br: -2.068 -0.632 0.518  -0.03
H: 1.311 -2.815 1.131  0.22
H: 0.925 -3.234 -0.594  0.23
H: -0.277 -2.489 0.559  0.25
H: -0.173 1.516 -1.789  0.22
H: -1.599 0.665 -1.923  0.23
H: -1.501 2.266 -1.187  0.21
H: 0.322 2.321 0.535  0.22
H: -1.171 2.063 1.401  0.22
H: 0.196 1.114 1.921  0.24
H: 1.445 -0.792 -1.116  0.18



This record from OMol25 describes the ion C5H10Cl2NO with charge +1. The level of theory is ωB97M-V/def2-TZVPD.

## Properties
gap between HOMO and LUMO (spin up / spin down)	6.88 / 9.02	eV
energy above the lowest of the compared OMol25 structures with the same formula, charge and spin	93.7	kcal per mole
M	171.047	g mol⁻¹
total charge	+1

Last column: natural (NBO) charge in e.
Atoms and positions in Å:
C: -0.531 -0.276 -0.210  0.34
C: -0.216 -1.746 -2.055  0.22
C: -1.387 -1.147 0.705  -0.71
C: 1.177 1.421 -0.615  -0.41
C: 0.200 1.374 1.563  -0.45
N: 0.556 0.492 0.414  -0.40
O: -0.212 -0.595 -1.504  -0.44
Cl: -0.180 -1.716 -3.820  0.09
Cl: -0.546 -3.264 -1.290  0.09
H: -1.967 -0.444 1.419  0.26
H: -0.626 -1.715 1.291  0.22
H: -2.090 -1.830 0.181  0.28
H: 2.070 1.926 -0.215  0.24
H: 1.442 0.668 -1.406  0.24
H: 0.353 2.118 -0.928  0.25
H: -0.872 1.875 1.553  0.28
H: 0.534 0.934 2.627  0.26
H: 0.946 2.074 1.591  0.22
H: 1.349 -0.148 0.699  0.42



This record from OMol25 describes a cluster of 2 separate species, C5H10Cl2O in total. The level of theory is ωB97M-V/def2-TZVPD.

## Properties
gap between HOMO and LUMO	10.59	eV
SMILES	CC(C)=O.ClCCCl
energy above the lowest of the compared OMol25 structures with the same formula, charge and spin	0.0	kcal per mole
M	157.040	g mol⁻¹

Last column: natural (NBO) charge in e.
Atoms and positions in Å:
C: -5.084 -0.027 -2.260  -0.73
C: -4.076 0.354 -1.200  0.61
C: -4.506 0.145 0.234  -0.73
O: -2.979 0.803 -1.485  -0.56
H: -4.677 0.168 -3.266  0.23
H: -6.011 0.558 -2.135  0.23
H: -5.333 -1.099 -2.183  0.24
H: -5.403 0.748 0.455  0.23
H: -4.743 -0.917 0.412  0.24
H: -3.701 0.447 0.925  0.24
Cl: 0.765 -0.421 -2.735  -0.06
C: -0.744 -1.369 -2.734  -0.39
C: -1.035 -1.846 -1.330  -0.39
Cl: -2.544 -2.795 -1.329  -0.07
H: -1.558 -0.727 -3.122  0.24
H: -0.621 -2.217 -3.435  0.22
H: -0.221 -2.488 -0.942  0.22
H: -1.157 -0.998 -0.629  0.24



This record from OMol25 describes a cluster of 2 separate species, C5H10Cl2Si in total. The level of theory is ωB97M-V/def2-TZVPD.

## Properties
gap between HOMO and LUMO	8.06	eV
SMILES	CC(=[SiH2])CCl.C=CCl
energy above the lowest of the compared OMol25 structures with the same formula, charge and spin	177.7	kcal per mole
M	169.127	g mol⁻¹

Last column: natural (NBO) charge in e.
Atoms and positions in Å:
C: -0.267 0.589 2.560  -0.64
C: 0.258 -0.392 1.548  -0.58
Si: -0.851 -1.352 0.545  0.98
C: 1.692 -0.391 1.422  -0.43
Cl: 2.314 1.061 0.593  -0.10
H: -0.314 1.639 2.196  0.23
H: 0.254 0.430 3.472  0.22
H: -1.427 0.391 2.680  0.21
H: -2.098 -0.833 0.688  -0.20
H: -0.778 -2.417 -0.459  -0.14
H: 2.215 -1.207 0.872  0.22
H: 2.412 -0.463 2.266  0.22
C: -1.275 0.434 -2.914  -0.40
C: 0.022 0.738 -3.281  -0.24
Cl: 1.111 -0.537 -3.449  0.02
H: -1.701 -0.549 -2.940  0.20
H: -2.039 1.115 -2.698  0.20
H: 0.473 1.746 -3.101  0.23



Question: Number 2 is which compound?
Answer: C5H10AgO3